{"formula": "C66H64BF2N4O5P2S2Ti", "method": "wB97M-V/def2-TZVPD", "elements": ["Ti", "O", "C", "C", "C", "C", "C", "C", "C", "O", "N", "N", "C", "C", "C", "C", "C", "C", "C", "O", "H", "H", "H", "H", "H", "H", "H", "H", "H", "H", "C", "C", "C", "C", "C", "C", "C", "S", "O", "C", "C", "C", "C", "C", "C", "C", "C", "C", "C", "C", "C", "C", "C", "C", "C", "C", "C", "C", "C", "S", "O", "C", "C", "C", "C", "C", "C", "C", "H", "H", "H", "H", "H", "H", "H", "H", "H", "H", "H", "H", "H", "H", "H", "H", "H", "H", "H", "H", "H", "H", "H", "H", "H", "H", "C", "P", "C", "N", "C", "C", "C", "C", "C", "C", "N", "C", "P", "C", "C", "C", "C", "C", "C", "C", "C", "C", "H", "H", "H", "H", "H", "H", "H", "H", "H", "H", "H", "H", "H", "H", "H", "H", "H", "H", "H", "H", "H", "H", "H", "H", "H", "H", "H", "H", "F", "B", "F"], "positions_angstrom": [[-0.034, 0.566, -0.891], [2.908, -2.266, 2.837], [3.185, -2.770, 1.623], [3.978, -3.915, 1.573], [4.351, -4.463, 0.363], [3.924, -3.894, -0.835], [3.098, -2.790, -0.793], [2.713, -2.207, 0.418], [1.784, -1.058, 0.389], [1.095, -0.833, -0.719], [1.698, -0.362, 1.475], [0.688, 0.598, 1.626], [1.851, 2.986, 1.136], [1.627, 3.752, -0.151], [1.824, 5.125, -0.188], [1.666, 5.839, -1.365], [1.255, 5.169, -2.508], [1.069, 3.795, -2.492], [1.309, 3.064, -1.331], [1.251, 1.703, -1.327], [2.447, -1.410, 2.699], [4.307, -4.348, 2.510], [4.983, -5.343, 0.344], [4.232, -4.316, -1.784], [2.720, -2.349, -1.704], [1.956, 3.704, 1.953], [2.106, 5.639, 0.725], [1.838, 6.908, -1.382], [1.086, 5.720, -3.426], [0.729, 3.276, -3.377], [-7.780, 0.790, 0.242], [-6.351, 0.526, 0.632], [-5.632, -0.510, 0.042], [-4.339, -0.796, 0.443], [-3.743, -0.043, 1.450], [-4.421, 1.032, 2.008], [-5.717, 1.304, 1.598], [-2.071, -0.631, 1.811], [-1.405, -0.200, 0.531], [-1.699, 0.363, 3.316], [-2.682, 0.068, 4.300], [-2.762, 0.778, 5.452], [-1.905, 1.883, 5.664], [-2.086, 2.759, 6.760], [-1.249, 3.820, 6.948], [-0.186, 4.045, 6.049], [0.021, 3.206, 4.992], [-0.841, 2.102, 4.756], [-0.672, 1.237, 3.618], [0.655, 1.314, 2.879], [1.881, 1.159, 3.779], [1.665, 0.665, 5.072], [2.686, 0.512, 5.991], [3.988, 0.819, 5.631], [4.242, 1.186, 4.327], [3.225, 1.346, 3.378], [3.711, 1.559, 2.004], [3.139, 2.214, 1.012], [0.689, 2.059, 1.545], [-1.120, 2.476, 0.984], [-1.137, 2.195, -0.516], [-1.286, 4.236, 1.132], [-1.267, 5.059, 0.018], [-1.466, 6.416, 0.188], [-1.678, 6.971, 1.450], [-1.841, 8.457, 1.609], [-1.759, 6.112, 2.544], [-1.589, 4.747, 2.388], [-7.980, 0.443, -0.771], [-8.021, 1.850, 0.305], [-8.456, 0.255, 0.914], [-6.094, -1.100, -0.741], [-3.776, -1.588, -0.043], [-3.952, 1.677, 2.737], [-6.243, 2.144, 2.036], [-3.384, -0.737, 4.113], [-3.507, 0.528, 6.199], [-2.911, 2.582, 7.440], [-1.396, 4.494, 7.783], [0.469, 4.894, 6.197], [0.832, 3.414, 4.306], [0.674, 0.372, 5.385], [2.461, 0.144, 6.984], [4.798, 0.728, 6.342], [5.264, 1.344, 4.003], [4.659, 1.072, 1.797], [3.606, 2.218, 0.035], [-1.104, 4.636, -0.966], [-1.441, 7.065, -0.682], [-1.192, 8.990, 0.915], [-1.608, 8.777, 2.624], [-2.870, 8.757, 1.396], [-1.977, 6.508, 3.530], [-1.706, 4.088, 3.236], [-2.562, -3.615, -3.085], [-1.361, -3.409, -1.683], [0.144, -3.784, -2.720], [0.708, -4.954, -2.554], [1.706, -5.371, -3.363], [2.302, -6.637, -3.161], [3.271, -7.062, -4.024], [3.680, -6.253, -5.112], [3.122, -5.025, -5.319], [2.124, -4.563, -4.431], [1.598, -3.328, -4.564], [0.683, -2.897, -3.735], [0.310, -1.106, -4.137], [-0.766, -1.265, -5.595], [1.917, -0.340, -4.770], [2.245, -0.747, -6.212], [3.074, -0.690, -3.828], [1.727, 1.178, -4.729], [-1.745, -4.979, -0.676], [-2.031, -6.269, -1.460], [-0.616, -5.170, 0.348], [-3.027, -4.642, 0.094], [-2.431, -4.574, -3.586], [-2.415, -2.809, -3.802], [-3.583, -3.535, -2.707], [1.961, -7.240, -2.329], [3.733, -8.031, -3.884], [4.444, -6.620, -5.785], [3.426, -4.390, -6.143], [-0.446, -2.093, -6.222], [-0.740, -0.332, -6.159], [-1.789, -1.423, -5.255], [2.315, -1.821, -6.319], [3.209, -0.307, -6.480], [1.504, -0.366, -6.918], [3.368, -1.735, -3.915], [2.818, -0.462, -2.791], [3.939, -0.079, -4.098], [2.592, 1.654, -5.197], [1.666, 1.512, -3.699], [0.831, 1.507, -5.258], [-1.273, -6.490, -2.200], [-3.005, -6.221, -1.953], [-2.061, -7.106, -0.754], [0.301, -5.511, -0.125], [-0.916, -5.912, 1.095], [-0.402, -4.232, 0.873], [-3.866, -4.450, -0.580], [-3.300, -5.491, 0.727], [-2.890, -3.776, 0.741], [-0.879, 1.291, -3.596], [-0.679, 0.131, -2.833], [-1.944, -0.467, -2.629]], "de_lowest_kcal_mol": 150.21, "total_charge": 1, "homo_ha": -0.3678, "fmax_ev_per_a": 2.24}